{"formula": "C16H35N4O4", "method": "ωB97M-V with the def2-TZVPD basis set", "charge": 1, "orbital_gap_ev": 8.6, "max_force_ev_per_a": 4.1, "homo_energy_ha": -0.40662, "elements": ["C", "C", "O", "N", "C", "C", "C", "C", "N", "C", "C", "O", "C", "C", "H", "H", "H", "H", "H", "H", "H", "H", "H", "H", "H", "H", "H", "H", "H", "H", "H", "H", "H", "H", "H", "C", "O", "N", "C", "C", "H", "H", "H", "H", "H", "H", "H", "C", "O", "N", "C", "C", "H", "H", "H", "H", "H", "H", "H"], "positions_angstrom": [[0.16738, 1.31469, -2.14921], [-0.83869, 0.40308, -1.50426], [-1.04668, -0.71900, -1.92503], [-1.55789, 0.91385, -0.37778], [-0.94304, 0.49887, 0.89023], [0.43209, 1.09800, 1.11169], [0.95916, 0.75311, 2.51311], [2.33464, 0.08407, 2.48632], [2.32765, -1.38138, 2.84440], [3.60288, -2.03361, 2.34026], [3.55014, -2.30007, 0.84657], [2.42802, -3.07294, 0.48213], [1.26928, -2.29793, 0.77176], [1.18731, -2.18044, 2.27469], [-0.01815, 1.38990, -3.21535], [1.16433, 0.89286, -2.02429], [0.16031, 2.30677, -1.71166], [-2.48974, 0.51601, -0.41434], [-1.59000, 0.87598, 1.68077], [-0.92773, -0.59587, 0.94575], [0.34458, 2.17540, 0.99485], [1.11240, 0.76778, 0.32937], [1.08634, 1.68998, 3.04775], [0.23216, 0.18012, 3.08307], [2.84376, 0.23151, 1.54227], [2.96366, 0.56734, 3.23109], [2.31444, -1.46133, 3.85806], [3.72721, -2.97105, 2.87465], [4.43546, -1.37566, 2.57292], [4.45981, -2.79393, 0.52009], [3.50026, -1.35996, 0.28677], [1.31267, -1.33688, 0.25944], [0.39670, -2.85996, 0.44968], [1.31132, -3.19063, 2.65883], [0.21272, -1.84293, 2.60909], [-1.60868, -4.02543, 0.51094], [-0.81904, -3.19432, 0.95344], [-1.59862, -4.48695, -0.74241], [-2.54289, -5.48379, -1.21413], [-0.59581, -3.95837, -1.65385], [-2.39752, -4.46989, 1.13621], [-2.00995, -6.37154, -1.55709], [-3.12918, -5.08140, -2.04104], [-3.21768, -5.76759, -0.40990], [0.39865, -4.16213, -1.25184], [-0.73282, -2.88225, -1.73938], [-0.68933, -4.42092, -2.63215], [-0.31863, 5.84580, -2.21450], [0.24043, 4.81143, -2.53403], [-1.63761, 5.95705, -1.98334], [-2.25422, 7.21575, -1.60930], [-2.46787, 4.77085, -2.11697], [0.22674, 6.79583, -2.08940], [-2.73716, 7.12481, -0.63468], [-3.00374, 7.50311, -2.34839], [-1.49921, 7.99667, -1.55491], [-2.13258, 3.99511, -1.42617], [-2.39652, 4.37582, -3.13079], [-3.50150, 5.02660, -1.89999]]}

***

{"formula": "C16H35NO2P2PtSi", "method": "ωB97M-V with the def2-TZVPD basis set", "charge": 0, "s_squared": 6.07, "orbital_gap_ev": [4.5, 6.4], "spin_multiplicity": 5, "max_force_ev_per_a": 3.4, "homo_energy_ha": [-0.14508, -0.28417], "elements": ["Pt", "Si", "P", "N", "H", "C", "H", "H", "H", "C", "H", "H", "H", "C", "H", "H", "H", "C", "H", "H", "H", "H", "H", "C", "C", "C", "C", "C", "C", "H", "H", "H", "H", "H", "C", "O", "C", "H", "H", "H", "C", "H", "H", "H", "C", "P", "C", "C", "O", "H", "H", "H", "H", "H", "H", "H", "H", "H"], "positions_angstrom": [[0.13422, -0.42139, 0.10539], [0.20382, -1.46498, 2.15380], [0.28469, -2.35417, -0.97358], [-1.66412, 0.28557, -0.42499], [2.77572, 1.46179, 0.24186], [0.57254, -2.05895, -2.73838], [0.71657, -3.01655, -3.25285], [1.46535, -1.43272, -2.86206], [-0.30098, -1.54204, -3.15390], [1.71556, -3.32404, -0.42009], [1.77843, -4.22617, -1.03733], [1.62505, -3.63652, 0.62465], [2.63757, -2.74430, -0.55413], [-1.14407, -3.44125, -0.85626], [-0.89076, -4.41177, -1.29784], [-1.97974, -3.02076, -1.42498], [-1.45744, -3.61234, 0.17652], [1.96904, -1.27007, 2.77951], [2.31501, -0.23751, 2.65895], [2.64248, -1.95249, 2.24533], [1.96893, -1.53019, 3.84452], [-0.76394, -0.78149, 3.06637], [-0.13359, -2.91893, 2.04454], [-2.92009, -0.03448, -0.30420], [-5.17551, 0.28100, -1.26817], [-3.81201, 0.49612, -1.31678], [-3.52911, -0.81988, 0.75292], [-4.89965, -1.00595, 0.79191], [-5.73010, -0.44794, -0.20078], [-5.79367, 0.68520, -2.07065], [-3.31170, 1.06783, -2.10279], [-2.85059, -1.22130, 1.51131], [-5.33946, -1.59825, 1.60027], [-6.81031, -0.60117, -0.14488], [3.03231, 0.82842, -0.63817], [1.83905, 0.26307, -1.10130], [3.53596, 1.71119, -1.78345], [4.62532, 1.76286, -1.85785], [3.15512, 2.72865, -1.70427], [3.15889, 1.31855, -2.72946], [4.14812, -0.09787, -0.14328], [4.44562, -0.80116, -0.92997], [3.89271, -0.66050, 0.75820], [5.01697, 0.52314, 0.11572], [-1.60204, 2.94190, 1.60790], [0.02991, 2.67203, 0.90088], [-0.00416, 2.94417, -0.89307], [1.24030, 3.72165, 1.73355], [0.58858, 1.26866, 1.23143], [-2.35829, 2.30381, 1.12891], [-1.87895, 3.99483, 1.46748], [-1.57239, 2.73517, 2.68695], [-0.10165, 4.01779, -1.12466], [0.92086, 2.53766, -1.33893], [-0.86626, 2.38642, -1.30489], [1.16018, 3.53519, 2.80547], [2.23275, 3.43677, 1.38669], [1.06293, 4.77770, 1.53289]]}